The following is a DFT calculation (ωB97M-V with the def2-TZVPD basis set) of a cluster of 6 separate species, C23H44ClO15PS in total at a distorted geometry.

CARTESIAN COORDINATES (ANGSTROEM)
Cl (-0.12281, 1.06384, -5.83548)
S (-1.16776, 0.14127, -2.79889)
P (-0.85843, -0.57386, -4.77593)
O (2.25364, 7.46173, 0.59699)
O (-1.22138, -10.47620, -0.11287)
O (-7.04531, 1.57149, -0.82066)
O (-5.29189, 0.17218, -1.10553)
O (2.41442, 2.95337, 3.33684)
O (-6.63151, -0.17653, 0.54984)
O (-1.09471, -8.37339, 0.70328)
O (-0.06063, -3.84527, 2.49797)
O (-0.31771, -8.75817, -1.27288)
O (1.49396, 8.31713, -1.35117)
O (0.07032, -2.44974, 0.72454)
O (3.86987, 1.23797, 3.54533)
O (-0.43227, -1.74326, 2.81017)
O (3.51716, 8.83681, -0.48469)
O (4.47027, 2.96184, 2.39530)
C (0.29533, -4.95163, 1.65500)
C (-4.86471, 0.93473, -2.24356)
C (-0.12711, -2.66235, 1.89223)
C (-0.45531, -0.40570, 2.30959)
C (1.75993, -0.98630, -4.09486)
C (3.47792, 2.43684, 3.11005)
C (3.03808, 11.03863, -1.41063)
C (4.22355, 4.27586, 1.87452)
C (-0.90373, -9.32190, -0.21705)
C (2.92558, 0.59418, 4.40096)
C (2.66483, -0.26484, -3.80985)
C (-7.74158, 0.23580, 1.34734)
C (2.33944, 8.21267, -0.50352)
C (4.40287, 5.33643, 2.93965)
C (0.58016, -1.74830, -4.57398)
C (1.78557, -4.98115, 1.38791)
C (-1.32749, -9.88183, -3.18430)
C (0.99781, 6.79638, 0.75279)
C (3.76286, 9.72063, -1.58719)
C (-0.06815, -9.63566, -2.37986)
C (-4.14502, 2.19557, -1.81456)
C (-6.38978, 0.61661, -0.49720)
C (-1.79781, -8.82196, 1.86366)
H (-0.84736, 0.23365, 3.09650)
H (1.09700, 6.11392, 1.59395)
H (2.09894, -4.10981, 0.81271)
H (2.05636, -5.87741, 0.82940)
H (4.83827, 9.89206, -1.60298)
H (-3.32924, 1.95664, -1.13021)
H (1.95754, 10.89836, -1.43213)
H (-0.36228, -0.60672, -1.99351)
H (2.87029, 1.11501, 5.35637)
H (-1.76754, -8.01440, 2.59107)
H (-2.07070, -10.41913, -2.59556)
H (5.38338, 5.24741, 3.41021)
H (-4.18096, 0.29855, -2.80304)
H (-0.27840, -4.92786, 0.72869)
H (3.19185, 0.59290, -3.46468)
H (-4.81763, 2.87304, -1.28812)
H (2.34246, -4.96491, 2.32630)
H (3.23306, 4.32559, 1.42115)
H (4.95149, 4.42838, 1.07918)
H (0.32505, -2.48421, -3.80244)
H (0.21625, 7.52125, 0.97735)
H (4.30594, 6.33291, 2.50748)
H (-3.73854, 2.72055, -2.67956)
H (-8.63466, 0.37151, 0.74043)
H (-2.83709, -9.03140, 1.61330)
H (-1.10212, -0.31914, 1.43836)
H (-7.49949, 1.15604, 1.87821)
H (0.00439, -5.85202, 2.19364)
H (3.27740, -0.41898, 4.57763)
H (-5.70909, 1.15584, -2.89700)
H (3.49651, 9.23891, -2.52825)
H (-7.92638, -0.55153, 2.07370)
H (3.30985, 11.73478, -2.20442)
H (-1.32554, -9.70213, 2.29542)
H (0.55628, -0.08062, 2.06639)
H (3.28662, 11.48506, -0.44652)
H (3.65851, 5.23180, 3.72935)
H (0.74174, 6.22383, -0.13662)
H (1.94239, 0.54604, 3.93770)
H (0.37590, -10.56909, -2.03339)
H (-1.10449, -10.46974, -4.07490)
H (0.67266, -9.13458, -3.00134)
H (0.84119, -2.27877, -5.49171)
H (-1.77832, -8.93554, -3.48737)

Cartesian forces (eV/Å) of the 6 atoms listed first:
Cl 0.288 -0.360 0.436
S 0.195 -0.057 0.328
P -0.781 -0.585 -0.393
O 0.042 -0.087 -0.013
O 0.021 -0.080 0.060
O -0.100 0.025 -0.014

**Max |F|**: 1.9 eV/A
**Electronic energy**: -87923.351 eV
**Kohn-Sham gap**: 9.31 eV
**Total charge**: 0
**SMILES string**: C#CCP(S)Cl.CCOC(=O)OC.CCOC(=O)OC.CCOC(=O)OC.CCOC(=O)OC.CCOC(=O)OC
**HOMO level**: -8.95 eV